No. 1
DFT (the ωB97M-V functional and the def2-TZVPD basis) results for a cluster of 5 separate species, C22H25N5 in total at a distorted geometry.

Last column: natural (NBO) charge in e.
CARTESIAN COORDINATES (ANGSTROEM)
C  7.299  -0.421  1.844  -0.3050
C  6.307  -0.607  2.834  -0.3106
C  5.664  -1.811  2.580  -0.0884
N  6.271  -2.320  1.474  -0.4953
C  7.322  -1.553  1.055  -0.0840
H  7.953  0.436  1.802  0.2202
H  6.074  0.023  3.678  0.2190
H  4.780  -2.202  3.051  0.2243
H  5.996  -3.207  1.085  0.4087
H  7.910  -1.827  0.199  0.2131
C  -4.807  -2.193  3.232  -0.2994
C  -5.876  -1.303  3.167  -0.3103
C  -5.592  -0.331  2.238  -0.0821
N  -4.395  -0.686  1.648  -0.5203
C  -3.910  -1.813  2.271  -0.0799
H  -4.673  -3.004  3.927  0.2197
H  -6.818  -1.357  3.694  0.2175
H  -6.088  0.551  1.870  0.2086
H  -3.913  -0.106  0.979  0.4350
H  -2.970  -2.242  1.966  0.2022
C  0.648  2.647  -2.740  -0.3170
C  1.085  3.109  -3.995  -0.2981
C  1.560  4.393  -3.855  -0.0832
N  1.451  4.712  -2.514  -0.5063
C  0.949  3.638  -1.846  -0.0596
H  0.217  1.683  -2.535  0.2153
H  0.936  2.627  -4.948  0.2194
H  1.876  5.088  -4.613  0.2132
H  1.678  5.608  -2.133  0.4129
H  0.795  3.777  -0.785  0.2048
C  0.231  0.673  0.628  -0.1799
C  -0.522  -0.321  1.229  -0.2581
C  0.161  -1.350  1.854  0.0336
N  1.462  -1.287  2.166  -0.4196
C  2.164  -0.274  1.631  0.0349
C  1.579  0.726  0.840  -0.2635
H  -0.316  1.500  0.184  0.2097
H  -1.600  -0.335  1.162  0.2193
H  -0.388  -2.200  2.245  0.1906
H  3.222  -0.243  1.851  0.2030
H  2.259  1.500  0.507  0.2258
C  -3.118  -1.504  -3.630  -0.1695
C  -4.343  -1.512  -2.987  -0.2499
C  -4.459  -0.797  -1.809  0.0363
N  -3.467  -0.117  -1.239  -0.4594
C  -2.314  -0.005  -1.911  0.0375
C  -2.122  -0.713  -3.095  -0.2445
H  -2.883  -2.162  -4.457  0.2214
H  -5.166  -2.042  -3.447  0.2235
H  -5.436  -0.837  -1.340  0.1995
H  -1.523  0.565  -1.449  0.1975
H  -1.151  -0.573  -3.560  0.2175

Values from the calculation:
ΔE to the lowest compared entry with this formula, charge and spin	2.905	eV
structure (SMILES)	c1cc[nH]c1.c1cc[nH]c1.c1cc[nH]c1.c1ccncc1.c1ccncc1
highest occupied orbital energy	-8.0	eV
calculated total energy	-1127.0402	hartree

=====

No. 2
DFT (the ωB97M-V functional and the def2-TZVPD basis) results for the molecule C22H25N5O5 at a distorted geometry.

Last column: natural (NBO) charge in e.
CARTESIAN COORDINATES (ANGSTROEM)
C  -1.668  -2.276  -4.613  -0.6821
C  -1.237  -1.369  -5.543  -0.1252
C  -0.189  -0.537  -5.346  -0.3134
C  0.479  -0.328  -4.212  0.6222
O  0.307  0.660  -3.652  -0.5582
N  1.183  -1.397  -3.976  -0.6119
C  1.912  -1.531  -2.868  0.2271
C  2.661  -3.066  -2.603  -0.1830
C  3.451  -3.278  -1.374  -0.1840
C  3.170  -2.292  -0.286  -0.1920
C  2.541  -1.211  -0.474  -0.1088
C  2.366  -0.097  0.548  0.1938
N  1.928  1.159  0.444  -0.0738
O  1.596  1.685  1.565  -0.3942
C  1.285  0.474  2.679  0.2918
C  2.246  -0.539  2.062  -0.4915
C  1.337  1.063  3.978  -0.4848
C  -0.051  1.790  4.033  -0.0762
C  -1.029  1.192  5.260  0.6661
N  -2.141  1.877  5.743  -0.8064
O  -0.483  0.069  5.937  -0.7084
N  -0.880  1.040  3.004  -0.4555
C  -1.901  2.102  2.512  0.7219
O  -2.538  3.070  3.057  -0.6001
C  -2.298  1.803  1.094  -0.1713
C  -1.554  2.489  -0.091  -0.3837
C  -1.685  1.456  -1.267  -0.5123
C  -2.150  0.350  -0.697  0.6401
O  -2.119  -0.900  -1.187  -0.6905
N  -2.542  0.598  0.451  -0.5265
C  -0.065  0.203  2.181  -0.3231
C  1.902  -0.904  -1.648  -0.2573
H  -2.813  -2.207  -4.587  0.2392
H  -1.195  -1.928  -3.623  0.2447
H  -1.449  -3.426  -4.883  0.2197
H  -1.756  -1.332  -6.621  0.1986
H  -0.010  0.127  -6.094  0.2214
H  1.181  -2.296  -4.472  0.4289
H  2.393  -3.642  -3.376  0.1691
H  3.873  -4.131  -1.237  0.1913
H  3.638  -2.670  0.635  0.2140
H  3.071  -0.695  2.597  0.2236
H  1.855  -1.530  2.100  0.2290
H  1.340  0.123  4.750  0.3094
H  2.104  1.761  4.017  0.2549
H  -0.167  2.782  4.071  0.2140
H  -2.738  1.614  6.401  0.3994
H  -2.510  2.647  5.028  0.4316
H  -3.333  2.401  0.957  0.2024
H  -0.463  2.430  0.282  0.2153
H  -1.475  3.478  -0.155  0.2322
H  -2.329  1.970  -1.907  0.2537
H  -0.776  1.276  -1.768  0.2856
H  -2.948  0.056  1.043  0.3934
H  -0.522  -0.532  2.788  0.2616
H  -0.251  0.258  1.047  0.2760
H  1.449  0.111  -1.707  0.2426

Values from the calculation:
ΔE to the lowest compared entry with this formula, charge and spin	16.595	eV
structure (SMILES)	C/C=C\C(=O)Nc1cccc(C2=NO[C@@]3(C2)C[C@H](C(N)=O)N(C(=O)[C@H]2CCC(=O)N2)C3)c1
highest occupied orbital energy	-8.4	eV
calculated total energy	-1502.7589	hartree